No. 1
Below is C39H44AsNO3PRuS6Se as an isolated structure, with properties calculated with the ωB97M-V functional and the def2-TZVPD basis.

The geometry in XYZ format:
```
97
C39H44AsNO3PRuS6Se the ωB97M-V functional and the def2-TZVPD basis
Ru 0.76584 0.81002 0.45673
O 3.63271 0.92964 1.05503
N 2.47715 1.76082 1.17326
C 2.83833 3.01669 1.37772
C 2.02197 4.11255 1.70975
C 2.71001 5.33289 2.00609
C 2.07430 6.46066 2.42687
C 0.66675 6.46820 2.59185
C -0.02535 5.31604 2.30170
C 0.59061 4.13947 1.85075
P -0.48314 2.77386 1.37463
C -1.55172 3.49503 0.06336
C -1.21485 4.64946 -0.63116
C -1.97878 5.06756 -1.71224
C -3.08529 4.33741 -2.11713
C -3.42305 3.17334 -1.43687
C -2.65539 2.75536 -0.36282
C -1.62529 2.67495 2.81453
C -2.98646 2.95936 2.81850
C -3.74268 2.77690 3.96933
C -3.14912 2.30907 5.13062
C -1.78698 2.04026 5.14177
C -1.03502 2.22568 3.99616
H 3.35265 0.16360 1.60203
H 3.91059 3.19014 1.36991
H 3.78969 5.33282 1.90881
H 2.65311 7.34936 2.65155
H 0.14817 7.35483 2.93278
H -1.10527 5.31546 2.41510
H -0.33741 5.21031 -0.33834
H -1.69381 5.96240 -2.25180
H -3.67229 4.66245 -2.96706
H -4.27684 2.58502 -1.75174
H -2.88864 1.82846 0.15187
H -3.46907 3.34054 1.92982
H -4.80357 2.99568 3.95050
H -3.74471 2.14684 6.02066
H -1.30831 1.66388 6.03617
H 0.02482 1.99682 4.01265
S 0.18334 -4.53635 3.68776
As 1.01260 -2.89955 4.74640
S 0.34386 -0.96250 3.77920
S 1.48286 -0.99667 2.03810
S 3.08525 -2.90065 5.12941
O 2.06141 -1.38238 -1.01784
S 3.37489 -1.00703 -1.59511
C 3.18984 -0.98212 -3.42230
C 2.25261 -2.02938 -3.91231
C 0.89976 -1.93446 -3.59543
C 0.02192 -2.93234 -3.98236
C 0.47707 -4.02693 -4.70712
C 1.81844 -4.11697 -5.04521
C 2.70085 -3.12508 -4.64108
C 4.34642 -2.59412 -1.43240
C 3.54291 -3.51635 -0.57169
C 3.62412 -3.43363 0.81364
C 2.76886 -4.16852 1.62104
C 1.83005 -5.00948 1.04285
C 1.75622 -5.11406 -0.34113
C 2.60166 -4.36507 -1.14522
H 4.19841 -1.09683 -3.82238
H 2.82114 0.02716 -3.62256
H 0.55994 -1.06764 -3.04368
H -1.02450 -2.86052 -3.71315
H -0.21330 -4.80304 -5.01050
H 2.18055 -4.96015 -5.62003
H 3.75310 -3.20448 -4.89251
H 5.29451 -2.31511 -0.97526
H 4.51992 -3.01047 -2.42376
H 4.32947 -2.74976 1.27042
H 2.79913 -4.04753 2.69822
H 1.13814 -5.54622 1.67796
H 1.01474 -5.75882 -0.79891
H 2.50631 -4.41080 -2.22488
C -2.75579 -3.35838 0.92042
C -1.83341 -3.22873 -0.28640
C -0.69544 -2.23915 -0.10293
S -1.10268 -0.48935 0.00808
O -2.18903 -0.27612 1.00381
C -1.90307 -0.27764 -1.62003
C -3.41958 -0.35208 -1.55275
C -4.00445 -0.28239 -2.95966
H -3.58364 -4.03502 0.69666
H -3.15708 -2.38933 1.21681
H -2.20653 -3.75441 1.77612
H -2.40707 -3.00779 -1.19176
H -1.34407 -4.19189 -0.46808
H 0.02533 -2.28136 -0.92034
H -0.13674 -2.43767 0.81545
H -1.50944 -1.05991 -2.26674
H -1.56019 0.68487 -2.00161
H -3.80448 0.46276 -0.94041
H -3.73815 -1.26673 -1.05190
H -3.67487 0.62088 -3.47558
H -5.09591 -0.27782 -2.93319
H -3.68968 -1.13806 -3.56085
Se 0.91987 1.72934 -1.72465
```

Calculated values
2S+1: 6
Total charge: -2
LUMO energy (alpha / beta): 3.793 / 3.757 eV
HOMO (alpha / beta): -0.395 / -1.795 eV

Here are the Mulliken charges for atoms 1 to 8, given in e: -0.478, -0.609, 0.519, -1.274, 0.978, -1.174, -0.537, -0.884

---

No. 2
Below is C39H44BN6O8RuS3 as an isolated structure, with properties calculated with the ωB97M-V functional and the def2-TZVPD basis.

The geometry in XYZ format:
```
102
C39H44BN6O8RuS3 the ωB97M-V functional and the def2-TZVPD basis
Ru -0.01865 0.27722 0.12152
C 2.13357 -4.61150 0.67431
C 2.36010 -3.63566 -0.43174
C 2.95209 -3.95247 -1.61942
C 3.12341 -2.97238 -2.62735
N 2.75932 -1.73419 -2.42021
N 2.17822 -1.43591 -1.26939
B 1.89186 0.06154 -0.90813
N 3.11538 0.52712 -0.06929
N 4.30216 -0.06053 -0.23876
C 5.33677 0.48502 0.32930
C 5.21246 1.68333 1.09013
C 4.00655 2.28135 1.25741
C 3.78430 3.53205 2.03917
C 2.89478 1.62741 0.64444
S 1.29045 2.13997 0.72816
C 6.68384 -0.19788 0.15817
C 7.15389 -0.69576 1.53128
C 7.70003 0.80546 -0.40372
C 6.57060 -1.37900 -0.80304
N 1.92251 0.85562 -2.23745
N 3.04016 1.45792 -2.63736
C 3.05548 1.96582 -3.83622
C 1.91964 1.87458 -4.68772
C 0.78797 1.24431 -4.27752
C -0.46113 1.13579 -5.08435
C 0.81991 0.71314 -2.95829
S -0.45330 -0.09854 -2.17561
C 4.32882 2.65855 -4.29142
C 5.41603 2.54304 -3.22388
C 4.82611 1.99614 -5.58316
C 4.02012 4.13911 -4.55073
C 1.91595 -2.29502 -0.28769
S 1.05876 -1.65601 1.04087
C 3.70613 -3.24989 -4.00830
C 4.14653 -4.70489 -4.15779
C 2.62268 -2.93597 -5.04920
C 4.91241 -2.33085 -4.23552
H 2.54220 -5.58876 0.42432
H 1.06509 -4.70866 0.87595
H 2.59492 -4.25473 1.59699
H 3.28414 -4.96713 -1.79239
H 6.09218 2.11855 1.54751
H 4.72036 3.91256 2.44344
H 3.08670 3.34528 2.85789
H 3.32826 4.29695 1.40757
H 7.25909 0.12436 2.24414
H 8.12563 -1.18379 1.43749
H 6.44625 -1.41634 1.94534
H 7.85924 1.65140 0.26657
H 7.37233 1.19390 -1.36982
H 8.66313 0.31159 -0.54322
H 5.86904 -2.12888 -0.43581
H 7.55169 -1.84390 -0.91829
H 6.22002 -1.05008 -1.78195
H 1.95336 2.32983 -5.66972
H -0.32543 1.56195 -6.07658
H -1.27031 1.66277 -4.57352
H -0.76931 0.09296 -5.17998
H 5.64505 1.49737 -3.01047
H 5.10769 3.01041 -2.28805
H 6.32284 3.03603 -3.57962
H 5.04223 0.93818 -5.41997
H 5.74331 2.48374 -5.91788
H 4.09688 2.07416 -6.39105
H 3.64490 4.62129 -3.64668
H 3.27316 4.26600 -5.33625
H 4.92747 4.65724 -4.86617
H 3.31017 -5.39777 -4.04490
H 4.92054 -4.97050 -3.43434
H 4.56252 -4.85331 -5.15493
H 1.74022 -3.56169 -4.90047
H 3.00761 -3.12032 -6.05409
H 2.31584 -1.89177 -4.97789
H 5.71874 -2.56749 -3.53847
H 4.63233 -1.28622 -4.09532
H 5.29039 -2.46149 -5.25155
O -4.70560 -1.34136 3.85756
C -3.78501 -1.05494 3.15196
C -3.58821 -1.49813 1.69114
O -4.31303 -2.21921 1.06074
C -2.30832 -0.87496 1.25047
C -1.72462 -0.10527 2.32076
O -0.63072 0.48516 2.18767
C -2.58800 -0.16607 3.53522
O -2.39161 0.34135 4.60574
O -1.74581 -0.98696 0.13963
O -1.71730 4.86890 -2.91653
C -2.72774 4.57671 -2.07736
C -3.89783 5.33216 -2.16678
C -4.96323 5.06131 -1.33247
C -4.89037 4.03545 -0.39207
C -3.73324 3.28830 -0.30330
C -2.64033 3.54222 -1.13187
C -1.39633 2.72522 -1.03473
O -0.43333 2.97438 -1.78348
O -1.41941 1.77878 -0.16769
H -0.99567 4.22841 -2.68706
H -3.94166 6.12492 -2.90192
H -5.86499 5.65574 -1.41350
H -5.72839 3.82680 0.25884
H -3.64748 2.48598 0.41691
```

Calculated values
2S+1: 2
LUMO energy (alpha / beta): -0.498 / -2.322 eV
HOMO (alpha / beta): -7.949 / -7.949 eV

Here are the Mulliken charges for atoms 1 to 8, given in e: -0.159, -1.798, 0.432, -0.630, -0.223, -0.012, 0.689, 1.527

---

Calculated ΔE to the lowest compared entry with this formula, charge and spin (eV), listed in the same order as above: 0.897, 0.000